(1)
{"formula": "C4H8OS", "method": "ωB97M-V/def2-TZVPD", "smiles": "C=C(CO)CS", "relative_energy_kj_mol": 393.8, "orbital_gap_ev": 8.98, "elements": ["S", "O", "C", "C", "C", "C", "H", "H", "H", "H", "H", "H", "H", "H"], "positions_angstrom": [[2.401, -0.103, -0.244], [-0.213, 1.783, 0.555], [-0.252, -0.567, 0.001], [-1.349, -1.358, -0.124], [-0.410, 0.857, -0.443], [0.986, -0.990, 0.689], [1.282, -2.064, 0.889], [1.561, 1.208, 0.041], [-0.162, 2.741, 0.116], [-1.514, -2.485, 0.008], [0.507, 1.018, -1.267], [-1.481, 0.894, -0.765], [-2.186, -0.818, -0.818], [0.830, -0.115, 1.364]]}

---

(2)
{"formula": "C50H64FN2O7P2", "method": "ωB97M-V/def2-TZVPD", "orbital_gap_ev": 6.34, "total_charge": 1, "elements": ["P", "P", "F", "O", "O", "O", "O", "O", "O", "O", "N", "N", "C", "C", "C", "C", "C", "C", "C", "C", "C", "C", "C", "C", "C", "C", "C", "C", "C", "C", "C", "C", "C", "C", "C", "C", "C", "C", "C", "C", "C", "C", "C", "C", "C", "C", "C", "C", "C", "C", "C", "C", "C", "C", "C", "C", "C", "C", "C", "C", "C", "C", "H", "H", "H", "H", "H", "H", "H", "H", "H", "H", "H", "H", "H", "H", "H", "H", "H", "H", "H", "H", "H", "H", "H", "H", "H", "H", "H", "H", "H", "H", "H", "H", "H", "H", "H", "H", "H", "H", "H", "H", "H", "H", "H", "H", "H", "H", "H", "H", "H", "H", "H", "H", "H", "H", "H", "H", "H", "H", "H", "H", "H", "H", "H", "H"], "positions_angstrom": [[6.165, -0.200, -1.179], [-2.743, 2.182, -0.284], [6.761, 4.482, 0.829], [-2.523, 0.730, -0.435], [3.557, 3.630, 2.769], [6.324, 0.017, -2.632], [2.247, -2.832, -1.880], [-4.152, 2.498, 0.363], [3.638, 4.787, 0.922], [-2.850, 2.969, -1.653], [3.475, 0.365, -1.153], [3.673, 2.280, 3.225], [-0.602, -3.539, -2.254], [4.674, 0.715, -0.612], [-1.841, -1.195, 2.346], [-0.777, -1.561, -0.858], [-3.126, -1.339, 1.843], [-1.378, 2.867, 0.698], [-2.040, -1.297, -1.388], [3.073, -7.615, -4.576], [3.001, -6.702, -3.534], [4.761, 1.794, 0.270], [4.112, -8.534, -4.622], [-3.994, -2.256, 2.421], [3.293, -0.745, -2.136], [6.310, 3.627, -1.288], [-1.733, 1.697, -3.445], [2.377, 1.058, -0.855], [4.567, -2.966, -2.330], [-1.706, 2.890, -2.516], [-1.418, 6.361, 1.909], [-2.561, -2.151, -2.354], [0.651, 6.162, 0.694], [3.466, -2.190, -1.587], [1.318, -2.946, -0.781], [-1.268, 7.168, -0.351], [3.972, -6.704, -2.542], [-1.862, -3.276, -2.785], [-7.717, -2.341, 3.783], [-2.294, -2.874, 4.007], [-0.101, 2.001, 0.579], [3.626, 3.729, 1.436], [5.013, -7.621, -2.589], [-4.238, 2.515, 1.808], [0.061, 6.769, -0.407], [-9.879, -3.387, 3.862], [1.110, 2.895, 0.292], [-8.595, -3.244, 4.367], [-5.699, 2.491, 2.186], [-0.090, 5.963, 1.853], [3.593, 2.514, 0.569], [2.375, 2.136, 0.008], [6.836, 3.304, 0.088], [-8.126, -1.577, 2.699], [-9.412, -1.717, 2.196], [-3.579, -3.022, 3.503], [-0.061, -2.674, -1.303], [6.053, 2.240, 0.906], [5.081, -8.538, -3.628], [-2.008, 6.961, 0.805], [-1.423, -1.962, 3.426], [-10.287, -2.625, 2.776], [5.134, -3.606, -1.661], [-1.720, 3.797, -3.111], [-0.419, -1.850, 3.816], [5.247, -2.325, -2.882], [3.916, -5.989, -1.730], [2.319, -7.612, -5.352], [-1.650, 3.018, 1.734], [-6.257, 1.799, 1.566], [-1.971, -3.469, 4.851], [0.638, 6.930, -1.309], [-2.572, -0.423, -1.052], [2.263, -0.685, -2.458], [1.399, -3.958, -0.388], [6.035, -1.537, -0.774], [-3.812, 3.452, 2.159], [4.074, -3.604, -3.053], [-9.732, -1.120, 1.352], [-7.441, -0.871, 2.245], [4.244, 2.326, 4.058], [4.167, -9.249, -5.433], [5.889, -9.257, -3.663], [-4.257, -3.735, 3.954], [0.046, 1.540, 1.551], [1.563, -2.263, 0.033], [1.456, 0.744, -1.318], [-0.326, -0.934, -0.101], [-5.793, 2.183, 3.224], [-1.726, 7.643, -1.209], [6.682, 1.394, 1.136], [5.359, 4.144, -1.194], [-3.733, 1.655, 2.242], [-1.166, -0.481, 1.887], [3.906, -0.521, -3.002], [-0.239, 1.255, -0.195], [-0.063, -4.413, -2.589], [-4.996, -2.374, 2.027], [5.772, -7.621, -1.816], [-0.763, 2.904, -1.968], [2.188, -5.988, -3.494], [-2.278, -3.931, -3.533], [7.892, 3.050, 0.056], [-11.288, -2.738, 2.381], [1.224, 3.598, 1.110], [-10.563, -4.092, 4.316], [-3.531, -1.929, -2.772], [0.372, 5.499, 2.718], [-6.713, -2.231, 4.174], [-3.044, 7.272, 0.846], [-8.277, -3.836, 5.216], [-1.798, 0.762, -2.900], [7.267, 0.292, -0.475], [-0.788, 1.675, -3.986], [-2.539, 1.778, -4.165], [-1.994, 6.208, 2.813], [5.836, 2.695, 1.862], [0.898, 3.502, -0.589], [-3.443, -0.737, 1.003], [1.683, 5.836, 0.653], [-1.168, 3.867, 0.315], [2.733, 2.001, 3.480], [6.998, 4.332, -1.742], [-6.143, 3.477, 2.106], [6.261, 2.758, -1.938], [3.659, -2.173, -0.514]]}

---

(3)
{"formula": "C2H9N3", "method": "ωB97M-V/def2-TZVPD", "smiles": "C=N.NCN", "relative_energy_kj_mol": 146.7, "orbital_gap_ev": 10.26, "elements": ["N", "N", "N", "C", "C", "H", "H", "H", "H", "H", "H", "H", "H", "H"], "positions_angstrom": [[-2.933, -1.506, 0.768], [3.916, 0.902, -1.918], [-2.428, 0.692, 1.678], [5.038, 0.318, -1.869], [-2.272, -0.242, 0.563], [-2.604, 0.223, -0.369], [-2.808, -1.774, 1.737], [5.192, -0.474, -1.129], [5.857, 0.710, -2.458], [-1.799, 1.476, 1.500], [3.319, 0.606, -1.151], [-1.225, -0.482, 0.417], [-3.339, 1.136, 1.676], [-3.914, -1.584, 0.554]]}

---

(4)
{"formula": "C4H31O16", "method": "ωB97M-V/def2-TZVPD", "relative_energy_kj_mol": 0.0, "spin_multiplicity": 2, "orbital_gap_ev": [8.84, 4.13], "elements": ["O", "O", "O", "O", "O", "O", "O", "O", "O", "O", "O", "O", "O", "O", "O", "O", "C", "C", "C", "C", "H", "H", "H", "H", "H", "H", "H", "H", "H", "H", "H", "H", "H", "H", "H", "H", "H", "H", "H", "H", "H", "H", "H", "H", "H", "H", "H", "H", "H", "H", "H"], "positions_angstrom": [[-0.934, -0.229, -3.568], [0.011, -2.637, -2.536], [-1.052, -0.899, 0.212], [-2.392, -0.899, 4.204], [-2.579, 2.491, 0.629], [3.474, -1.229, 1.631], [0.213, 2.482, 2.123], [1.070, 3.944, -2.133], [-2.248, 1.631, 3.200], [-2.236, -3.044, -1.022], [0.763, -3.696, -0.140], [1.742, 0.452, 3.165], [4.166, 0.312, -1.018], [-0.955, 2.429, -3.012], [0.722, -1.479, 1.397], [-2.905, -0.121, -1.680], [1.901, -0.295, -1.205], [0.149, -0.769, 0.502], [3.084, 0.640, -1.340], [0.977, 0.319, -0.142], [-2.919, -1.175, 3.433], [0.323, 1.045, -0.599], [-0.849, 1.487, -3.310], [-0.144, -4.073, -0.120], [-2.304, -0.331, -0.925], [0.352, 3.411, -2.570], [-2.926, -2.580, -1.524], [1.556, 0.827, 0.625], [1.224, -0.295, 2.795], [-2.230, 0.684, 3.488], [-1.561, 2.427, -2.241], [-3.174, 0.771, -1.504], [-0.653, 2.208, 2.521], [2.626, 0.260, 2.839], [2.534, -1.496, 1.474], [0.767, -3.004, 0.552], [0.834, 3.960, -1.183], [0.570, -2.903, -1.776], [-0.468, -1.020, -3.165], [0.888, 1.880, 2.514], [-1.850, -2.349, -0.448], [-0.882, -2.895, -2.218], [2.272, -1.278, -0.927], [1.377, -0.368, -2.160], [-1.817, 3.105, 0.678], [2.905, 1.686, -1.757], [-1.753, -0.266, -3.014], [-1.505, -1.234, 4.008], [-2.549, 1.997, 1.480], [3.854, -0.992, 0.786], [-2.687, 2.139, 3.890]]}

---

(5)
{"formula": "C11H38NO5P", "method": "ωB97M-V/def2-TZVPD", "smiles": "CCCCCC[PH3]N.CO.CO.CO.CO.CO", "orbital_gap_ev": 8.81, "elements": ["P", "O", "O", "O", "O", "O", "N", "C", "C", "C", "C", "C", "C", "C", "C", "C", "C", "C", "H", "H", "H", "H", "H", "H", "H", "H", "H", "H", "H", "H", "H", "H", "H", "H", "H", "H", "H", "H", "H", "H", "H", "H", "H", "H", "H", "H", "H", "H", "H", "H", "H", "H", "H", "H", "H", "H"], "positions_angstrom": [[3.250, 2.924, 1.807], [-2.468, -1.469, -5.267], [0.267, -1.576, -1.617], [6.881, 4.144, 0.678], [-6.246, -4.462, -0.907], [-3.481, -3.861, -0.397], [4.633, 3.462, 2.803], [0.514, -0.425, 1.526], [-7.541, -3.968, -1.184], [-2.659, -4.094, 0.736], [1.802, 2.328, 0.730], [-1.136, -1.485, -1.849], [1.925, -0.236, 0.948], [2.042, 0.990, 0.037], [6.637, 5.487, 0.288], [-3.375, -0.446, -5.642], [0.344, 0.035, 2.984], [-1.060, 0.545, 3.299], [-7.587, -3.429, -2.136], [-1.109, 1.062, 4.260], [-1.416, -1.834, -2.845], [-3.694, -0.538, -6.684], [-3.627, -4.694, -0.856], [-1.672, -4.470, 0.454], [2.655, -0.176, 1.764], [-5.627, -3.733, -0.786], [2.675, 4.209, 1.874], [-1.390, -0.428, -1.775], [6.427, 5.571, -0.781], [-1.711, -2.037, -1.102], [5.760, 5.816, 0.843], [0.898, 2.303, 1.355], [1.637, 3.118, -0.013], [4.831, 2.843, 3.580], [0.527, -2.498, -1.680], [7.472, 6.145, 0.542], [3.047, 1.006, -0.411], [-1.678, -1.398, -5.809], [5.488, 3.578, 2.267], [-0.204, 0.117, 0.901], [-3.120, -4.793, 1.438], [-2.530, -3.136, 1.236], [-8.205, -4.829, -1.249], [2.903, 2.020, 2.840], [-1.787, -0.271, 3.323], [-2.958, 0.553, -5.486], [0.574, -0.807, 3.647], [0.225, -1.477, 1.435], [-1.396, 1.248, 2.531], [-4.251, -0.555, -5.006], [4.134, 2.576, 0.742], [2.200, -1.115, 0.360], [-7.912, -3.311, -0.392], [1.349, 0.857, -0.799], [1.085, 0.803, 3.223], [7.656, 3.810, 0.220]]}

---

(6)
{"formula": "C5H6O", "method": "ωB97M-V/def2-TZVPD", "smiles": "C#C[C@]1(C)CO1", "relative_energy_kj_mol": 418.8, "orbital_gap_ev": 10.31, "elements": ["O", "C", "C", "C", "C", "C", "H", "H", "H", "H", "H", "H"], "positions_angstrom": [[1.287, -0.403, 0.172], [0.609, -1.238, -0.757], [-0.367, 1.196, -0.683], [-0.104, -0.161, -0.096], [-0.538, -0.224, 2.103], [-1.038, -0.494, 1.028], [-0.198, 1.967, 0.080], [0.890, -1.125, -1.799], [0.317, 1.375, -1.515], [-1.406, 1.260, -1.010], [0.433, -2.252, -0.398], [0.116, 0.098, 2.875]]}

---

(7)
{"formula": "C4H11N3O", "method": "ωB97M-V/def2-TZVPD", "relative_energy_kj_mol": 498.8, "orbital_gap_ev": 8.70, "elements": ["O", "N", "N", "N", "C", "C", "C", "C", "H", "H", "H", "H", "H", "H", "H", "H", "H", "H", "H"], "positions_angstrom": [[-0.668, -0.792, 1.987], [-0.002, -0.393, -1.494], [1.384, 2.027, -0.617], [-0.453, 0.085, -0.231], [1.184, -1.675, 0.728], [-1.878, 0.445, -0.196], [0.633, 1.630, 0.350], [0.090, -0.679, 1.038], [0.741, -2.603, 0.359], [-0.088, 0.369, -2.166], [-2.048, 1.276, -0.884], [1.891, -1.299, -0.009], [-0.601, -1.156, -1.800], [0.975, 0.767, 1.194], [0.030, 2.343, 0.920], [1.742, 1.238, -1.159], [1.711, -1.879, 1.661], [-2.155, 0.702, 0.825], [-2.488, -0.407, -0.505]]}

---

(8)
{"formula": "C8H10O", "method": "ωB97M-V/def2-TZVPD", "smiles": "C=C1C=CC=C[C@H]1OC", "relative_energy_kj_mol": 292.1, "orbital_gap_ev": 8.48, "elements": ["O", "C", "C", "C", "C", "C", "C", "C", "C", "H", "H", "H", "H", "H", "H", "H", "H", "H", "H"], "positions_angstrom": [[0.543, -0.771, -1.254], [-0.656, -0.425, 1.406], [1.820, 0.363, 0.422], [-0.525, -0.786, -2.129], [-0.615, 0.520, 0.299], [0.455, -0.834, 2.022], [-1.598, 1.385, 0.035], [0.673, 0.345, -0.522], [1.687, -0.318, 1.586], [2.619, 1.031, 0.130], [-0.098, -1.183, -3.157], [-1.562, 2.054, -0.834], [2.553, -0.531, 2.275], [-1.426, -1.321, -1.715], [-2.535, 1.395, 0.574], [-1.686, -0.715, 1.599], [0.505, -1.699, 2.740], [0.800, 1.236, -1.170], [-0.953, 0.255, -2.309]]}

---

Q: Number 2 is which compound?
A: C50H64FN2O7P2

---

Repeat the fourth record exactly.
{"formula": "C4H31O16", "method": "ωB97M-V/def2-TZVPD", "relative_energy_kj_mol": 0.0, "spin_multiplicity": 2, "orbital_gap_ev": [8.84, 4.13], "elements": ["O", "O", "O", "O", "O", "O", "O", "O", "O", "O", "O", "O", "O", "O", "O", "O", "C", "C", "C", "C", "H", "H", "H", "H", "H", "H", "H", "H", "H", "H", "H", "H", "H", "H", "H", "H", "H", "H", "H", "H", "H", "H", "H", "H", "H", "H", "H", "H", "H", "H", "H"], "positions_angstrom": [[-0.934, -0.229, -3.568], [0.011, -2.637, -2.536], [-1.052, -0.899, 0.212], [-2.392, -0.899, 4.204], [-2.579, 2.491, 0.629], [3.474, -1.229, 1.631], [0.213, 2.482, 2.123], [1.070, 3.944, -2.133], [-2.248, 1.631, 3.200], [-2.236, -3.044, -1.022], [0.763, -3.696, -0.140], [1.742, 0.452, 3.165], [4.166, 0.312, -1.018], [-0.955, 2.429, -3.012], [0.722, -1.479, 1.397], [-2.905, -0.121, -1.680], [1.901, -0.295, -1.205], [0.149, -0.769, 0.502], [3.084, 0.640, -1.340], [0.977, 0.319, -0.142], [-2.919, -1.175, 3.433], [0.323, 1.045, -0.599], [-0.849, 1.487, -3.310], [-0.144, -4.073, -0.120], [-2.304, -0.331, -0.925], [0.352, 3.411, -2.570], [-2.926, -2.580, -1.524], [1.556, 0.827, 0.625], [1.224, -0.295, 2.795], [-2.230, 0.684, 3.488], [-1.561, 2.427, -2.241], [-3.174, 0.771, -1.504], [-0.653, 2.208, 2.521], [2.626, 0.260, 2.839], [2.534, -1.496, 1.474], [0.767, -3.004, 0.552], [0.834, 3.960, -1.183], [0.570, -2.903, -1.776], [-0.468, -1.020, -3.165], [0.888, 1.880, 2.514], [-1.850, -2.349, -0.448], [-0.882, -2.895, -2.218], [2.272, -1.278, -0.927], [1.377, -0.368, -2.160], [-1.817, 3.105, 0.678], [2.905, 1.686, -1.757], [-1.753, -0.266, -3.014], [-1.505, -1.234, 4.008], [-2.549, 1.997, 1.480], [3.854, -0.992, 0.786], [-2.687, 2.139, 3.890]]}